Entry from the Open Molecules 2025 dataset: 3 unconnected molecules or ions with the total composition C5H9NO (wB97M-V/def2-TZVPD).

Atoms and positions in Å:
C  1.2594  -1.3337  0.0534
C  0.3185  -0.4419  0.8440
N  0.8001  0.9655  1.0167
C  -0.4354  1.4848  0.9431
O  -1.0768  2.4523  1.2266
C  -0.9987  0.0459  0.2164
C  -1.0556  0.1805  -1.1960
H  1.4920  -0.9216  -0.9342
H  0.8318  -2.3344  -0.0761
H  2.2040  -1.4312  0.5965
H  0.1395  -0.8964  1.8263
H  0.7258  1.2446  -0.7475
H  -1.9518  -0.1373  0.7148
H  -1.8543  0.7782  -1.6341
H  -0.5981  -0.5519  -1.8594
H  0.2137  1.1012  -1.4039

Forces on atoms 1 to 3 (eV/Å):
C 0.0116 0.0076 -0.0389
C 0.0825 -0.2093 -0.0441
N -0.1956 0.1448 -0.0343

Computed properties:
net charge: 0
E_tot: -325.72181 Eh
energy relative to the best compared isomer or geometry (same formula, charge and spin): 135.4 kcal/mol
HOMO-LUMO gap (spin up / spin down): 7.900 / 7.905 eV

Atomic partial charges in e from the natural (NBO) method, atoms 1 to 5: atom 1 (C): -0.622, atom 2 (C): -0.075, atom 3 (N): -0.560, atom 4 (C): 0.710, atom 5 (O): -0.538

---

Entry from the Open Molecules 2025 dataset: 8 unconnected molecules or ions with the total composition C6H28N2O7 (wB97M-V/def2-TZVPD).

Atoms and positions in Å:
C  1.7077  0.5028  -2.7160
C  1.4372  1.2842  -1.4623
C  0.5656  2.5281  -1.7650
C  -0.6326  2.2997  -2.6525
C  -1.7701  1.8207  -2.1794
N  0.8183  0.3183  -0.5229
C  0.4635  0.6168  0.8521
N  1.7836  0.7852  1.5759
H  0.7884  0.1870  -3.1810
H  2.2670  1.1140  -3.4360
H  2.4057  -0.3315  -2.6073
H  2.3157  1.5982  -0.8883
H  0.2343  2.8668  -0.7820
H  1.1195  3.3497  -2.2196
H  -0.4048  2.2499  -3.7152
H  -1.7675  1.4628  -1.1546
H  -2.7307  1.7279  -2.6546
H  0.9962  -0.6609  -0.7018
H  0.0509  1.6303  0.8398
H  -0.1686  -0.0539  1.4257
H  2.5474  0.7549  0.9218
H  1.7548  1.5558  2.2252
H  -2.8932  3.4313  0.2048
H  -2.4426  2.7974  1.4921
O  -2.1192  3.3470  0.7726
H  -2.6494  -2.1311  2.7777
H  -1.9957  -2.7671  1.6163
O  -1.7626  -2.3167  2.4408
H  0.3844  -2.5944  1.3575
H  0.6698  -4.0719  1.0170
O  0.4046  -3.4802  1.7291
H  2.3818  -3.3951  -1.1047
H  2.4358  -2.3619  0.1761
O  1.9158  -2.8016  -0.5134
H  2.2664  -2.5530  2.5540
H  2.8246  -1.4449  1.4761
O  2.9476  -2.2831  1.9324
H  -1.4176  -0.7866  -0.9439
H  -2.7308  -0.2169  -0.5400
O  -2.3391  -1.0552  -0.8169
H  -2.1431  0.8947  1.7479
H  -3.2184  -0.1452  1.8556
O  -2.8692  0.5126  1.2439

Forces on atoms 1 to 3 (eV/Å):
C 1.7008 0.3402 -0.7566
C -0.3432 -0.6698 1.1250
C -0.4279 -0.3788 0.6320

Computed properties:
net charge: 0
E_tot: -881.49966 Eh
energy relative to the best compared isomer or geometry (same formula, charge and spin): 55.7 kcal/mol
HOMO-LUMO gap: 8.887 eV

Atomic partial charges in e from the natural (NBO) method, atoms 1 to 5: atom 1 (C): -0.628, atom 2 (C): -0.024, atom 3 (C): -0.460, atom 4 (C): -0.187, atom 5 (C): -0.386

---

Entry from the Open Molecules 2025 dataset: a gas-phase ion, C5H10N3 (charge +1) (wB97M-V/def2-TZVPD).

Atoms and positions in Å:
C  -0.6936  0.2300  -0.9618
C  -1.7512  -0.3583  -0.1467
C  1.4422  0.2125  0.1219
C  -2.7265  0.7321  0.2699
C  2.1787  -1.0308  -0.3118
N  0.4346  0.5345  -0.6281
N  -1.7861  -1.5040  0.3285
N  2.0678  0.9962  0.9309
H  -1.1947  0.8121  -1.7240
H  -2.3755  1.0603  1.3064
H  -3.7122  0.3238  0.2185
H  -2.5282  1.6043  -0.4630
H  2.5961  -1.5475  0.6086
H  2.9353  -0.8229  -0.9407
H  1.4971  -1.7138  -0.8210
H  3.0505  0.6949  1.1104
H  -1.2138  -2.1872  -0.1181
H  1.7796  1.9637  1.2199

Forces on atoms 1 to 3 (eV/Å):
C -3.6566 1.0343 -1.0919
C 0.0143 0.4491 1.4306
C 0.8513 -1.2690 -1.9731

Computed properties:
net charge: +1
E_tot: -360.47053 Eh
energy relative to the best compared isomer or geometry (same formula, charge and spin): 65.6 kcal/mol
HOMO-LUMO gap: 9.047 eV

Atomic partial charges in e from the natural (NBO) method, atoms 1 to 5: atom 1 (C): 0.208, atom 2 (C): 0.216, atom 3 (C): 0.546, atom 4 (C): -0.653, atom 5 (C): -0.659

---

Entry from the Open Molecules 2025 dataset: a molecular structure, C30H64Al3Br2Cl2F3N2O14PS (wB97M-V/def2-TZVPD).

Atoms and positions in Å:
C  5.0364  0.8986  1.6023
C  3.7768  1.3634  0.7532
C  4.1469  2.5091  -0.3054
C  3.1722  2.4679  -1.5865
C  3.9437  2.1913  -2.9467
C  3.5761  0.8386  -3.6866
C  2.2318  0.8727  -4.5247
C  0.9163  0.6430  -3.6729
C  1.0468  -0.5752  -2.6653
C  -0.2156  -1.5293  -2.5759
C  -1.2104  -1.2045  -1.3831
C  -1.6923  0.3108  -1.6466
O  -2.7308  0.5702  -0.6884
C  -3.1940  1.9076  -0.7164
C  -4.5278  1.9436  0.1537
S  -4.3523  1.5662  1.9542
C  -2.6074  1.2162  2.4425
C  -2.5642  1.1011  4.0545
C  -3.6512  2.3893  -2.1982
C  -2.5425  3.1857  -2.9941
C  -2.6758  2.7343  -4.5354
Br  -2.8976  5.1569  -3.0335
O  -2.1476  2.7881  -0.2687
C  -2.6227  4.0384  0.2439
C  -1.3755  5.0448  0.1935
N  -2.4692  -1.9782  -1.3727
C  -2.3585  -3.3761  -1.7840
O  -1.6383  -4.1914  -0.8420
C  -0.9718  -5.2803  -1.5134
C  -0.0971  -6.0136  -0.3874
C  -0.5071  -1.3941  0.0365
Cl  0.0962  0.2083  0.7694
C  0.7430  -2.3564  0.0649
C  0.8470  -3.0072  1.5173
H  5.2896  -0.2146  1.4353
H  4.8246  1.0051  2.7503
H  5.9039  1.5712  1.3430
H  3.2885  0.4789  0.2534
H  3.0108  1.7611  1.4900
H  5.2346  2.4729  -0.5849
H  4.0025  3.4849  0.2527
H  2.4286  1.6475  -1.3995
H  2.7025  3.4918  -1.6770
H  5.0433  2.1159  -2.6766
H  3.8803  3.0908  -3.7111
H  3.6488  0.0116  -2.9271
H  4.4099  0.6486  -4.4324
H  2.2330  1.8316  -5.1172
H  2.2949  0.0180  -5.2673
H  0.7794  1.5773  -3.0316
H  -0.0167  0.6066  -4.3189
H  1.9177  -1.2042  -3.0235
H  1.3556  -0.1607  -1.6632
H  -0.8070  -1.3699  -3.5364
H  0.1167  -2.6061  -2.6200
H  -2.0743  0.2830  -2.7232
H  -0.8432  1.0428  -1.6417
H  -5.1145  2.9003  0.0455
H  -5.1955  1.1346  -0.2796
H  -2.3526  0.1906  2.0659
H  -1.8577  2.0059  2.1710
H  -3.1065  1.9965  4.4773
H  -1.4673  1.1722  4.3229
H  -2.9812  0.1194  4.3980
H  -3.9334  1.4215  -2.7258
H  -4.6277  2.9569  -2.0967
H  -1.4873  2.9428  -2.7125
H  -3.5324  3.3084  -5.0593
H  -1.7417  2.9340  -5.1247
H  -2.9408  1.6253  -4.5915
H  -3.5058  4.4650  -0.3094
H  -2.9189  3.9955  1.3508
H  -1.1282  5.4165  1.2248
H  -0.4748  4.4500  -0.1540
H  -1.5116  5.8674  -0.5522
H  -3.1851  -1.5693  -1.9825
H  -2.0151  -3.5468  -2.8537
H  -3.4195  -3.7965  -1.7604
H  -1.7551  -6.0052  -1.8813
H  -0.2777  -4.9202  -2.3233
H  -0.5227  -5.7457  0.6272
H  -0.0546  -7.1221  -0.5333
H  0.9450  -5.5654  -0.4032
H  -1.3116  -1.7490  0.7471
H  1.7040  -1.7921  -0.1068
H  0.7108  -3.2027  -0.6681
H  0.7019  -2.2089  2.2980
H  0.0910  -3.8349  1.5967
H  1.8737  -3.4702  1.5915
Al  -3.9155  3.9034  2.9391
O  3.2476  6.4886  0.5059
Cl  4.5781  6.1737  0.9688
O  4.4999  5.2950  2.1144
O  5.2601  7.3854  1.3403
O  5.3027  5.5048  -0.0874
F  4.3651  0.8514  4.2350
N  -3.7591  -1.1903  -5.6367
O  -3.9812  -0.7102  -4.5237
O  -4.2626  -0.6313  -6.6529
O  -3.0684  -2.1802  -5.7706
F  -2.8641  0.0066  -8.0264
Al  6.5000  -1.1649  0.3728
Br  4.7969  4.8050  -3.9632
F  7.8634  -0.0281  -1.8067
C  0.4293  -1.9660  5.6895
O  0.0653  -2.9523  6.6486
P  0.3475  -4.4908  6.2787
O  0.7936  -4.7279  4.8911
O  -1.0174  -5.2177  6.6770
C  -2.1664  -4.9031  5.9009
O  1.3620  -4.9755  7.4011
C  1.0401  -4.7354  8.7717
H  -0.3265  -1.9250  4.9001
H  0.4719  -0.9983  6.1901
H  1.4073  -2.1778  5.2554
H  -1.9262  -4.8809  4.8353
H  -2.5653  -3.9340  6.2101
H  -2.9213  -5.6682  6.0757
H  -0.0187  -4.9081  8.9709
H  1.3007  -3.7099  9.0378
H  1.6241  -5.4184  9.3866
Al  -4.9310  2.0301  -5.5026

Forces on atoms 1 to 3 (eV/Å):
C -0.7544 1.2045 -2.6443
C 0.7121 -0.1692 0.1865
C -0.5315 0.3567 0.5856

Computed properties:
net charge: +3
E_tot: -10176.95171 Eh
HOMO-LUMO gap: 1.734 eV

Atomic partial charges in e from the Löwdin method, atoms 1 to 5: atom 1 (C): -0.085, atom 2 (C): -0.186, atom 3 (C): -0.151, atom 4 (C): -0.139, atom 5 (C): -0.203

---

Going through the records in order, we get max |F| values of 0.011; 0.074; 0.090; 0.095 hartree/bohr.